No. 1
Formula: C4H4BrF
Source: the OMol25 dataset
Level of theory: ωB97M-V/def2-TZVPD

```
! RIJCOSX wB97M-V def2-TZVPD def2/J DEFGRID3
* xyz 0 1
Br -3.452 0.896 0.592
F -2.306 -1.303 -0.236
C 0.027 0.497 -0.492
C -1.986 -0.265 0.587
C 1.269 0.720 0.203
C 1.042 -0.611 -0.519
H 1.452 -0.860 -1.423
H 0.684 -1.208 0.312
H 2.067 1.305 -0.273
H 1.203 0.829 1.250
*
```

E = -76964.89646 eV
Kohn-Sham gap (alpha / beta) = 7.5 / 7.5 eV
relative energy (zero: lowest compared OMol25 entry of this formula, charge and spin) = 121.0 kcal/mol
HOMO energy (alpha / beta) = -8.7 / -8.7 eV

No. 2
Formula: C17H13Br2N5O3PtSe
Source: the OMol25 dataset
Level of theory: ωB97M-V/def2-TZVPD

```
! RIJCOSX wB97M-V def2-TZVPD def2/J DEFGRID3
* xyz 0 1
Pt 0.157 -0.212 -0.300
Br -3.524 5.757 -0.041
Br 1.970 4.508 -0.330
Se 3.317 -3.093 -3.147
O 0.885 1.657 -0.255
O 0.117 -3.510 2.765
O -0.013 -1.387 1.990
N 2.105 -0.809 -0.328
N 2.121 -2.133 -2.276
N -1.636 0.778 -0.081
N 4.648 -2.712 -2.058
N -0.397 -2.240 -0.624
C 0.020 -2.638 1.903
C 2.808 -0.380 0.683
C -2.852 0.324 0.153
C 4.203 -0.657 0.879
C 4.881 -1.419 0.000
C -1.423 2.145 -0.144
C -3.948 1.216 0.230
C 2.747 -1.619 -1.247
C -2.153 4.451 -0.122
C -0.854 4.859 -0.213
C 4.147 -1.940 -1.115
C -2.472 3.076 -0.064
C -0.101 -3.218 0.464
C 0.184 3.917 -0.253
C -0.060 2.558 -0.227
C -3.093 -1.135 0.382
C -3.775 2.554 0.103
H 0.158 -2.464 -1.452
H -0.613 5.912 -0.240
H -4.933 0.801 0.397
H -0.865 -3.994 0.487
H -3.213 -1.667 -0.565
H 4.686 -0.244 1.753
H -1.365 -2.314 -0.906
H 5.930 -1.653 0.116
H -4.019 -1.269 0.937
H 0.845 -3.708 0.229
H -4.618 3.229 0.155
H -2.273 -1.555 0.962
H 2.270 0.225 1.399
*
```

E = -240111.29059 eV
Kohn-Sham gap = 5.6 eV
relative energy (zero: lowest compared OMol25 entry of this formula, charge and spin) = 9.0 kcal/mol
HOMO energy = -7.6 eV

No. 3
Formula: C4H11N3O2
Source: the OMol25 dataset
Level of theory: ωB97M-V/def2-TZVPD

```
! RIJCOSX wB97M-V def2-TZVPD def2/J DEFGRID3
* xyz 0 1
O 0.172 -4.341 0.293
O -1.117 -2.614 -0.001
N -0.940 0.063 1.497
N 0.153 2.144 0.867
N -2.056 1.518 -0.094
C 0.114 -3.209 -0.202
C 1.045 -2.336 -0.918
C -0.779 1.133 0.796
C 1.175 2.345 -0.379
H 1.413 3.446 -0.487
H 2.067 1.631 -0.178
H 1.921 -2.308 -0.211
H 1.629 -2.739 -1.742
H 0.706 2.056 -1.322
H -0.210 3.023 1.116
H -2.062 2.324 -0.539
H -1.031 -1.669 0.097
H 0.809 -1.348 -1.260
H -2.812 1.053 0.469
H -0.198 -0.170 2.198
*
```

E = -12889.44256 eV
Kohn-Sham gap = 9.8 eV
relative energy (zero: lowest compared OMol25 entry of this formula, charge and spin) = 78.1 kcal/mol
HOMO energy = -9.5 eV

No. 4
Formula: C2H4O3S
Source: the OMol25 dataset
Level of theory: ωB97M-V/def2-TZVPD

```
! RIJCOSX wB97M-V def2-TZVPD def2/J DEFGRID3
* xyz 0 3
S 1.817 -0.086 -0.143
O -0.573 0.756 0.715
O 2.038 1.313 -0.269
O 2.913 -0.973 -0.403
C -1.538 0.375 -0.178
C 0.690 -0.718 0.952
H -2.052 -0.554 0.100
H -2.281 1.181 -0.157
H -1.156 0.283 -1.211
H 0.143 -1.577 0.593
*
```

E = -19108.32850 eV
Kohn-Sham gap (alpha / beta) = 7.2 / 7.0 eV
relative energy (zero: lowest compared OMol25 entry of this formula, charge and spin) = 126.5 kcal/mol
expectation value of S² = 2.038
HOMO energy (alpha / beta) = -8.4 / -10.7 eV

No. 5
Formula: CH6N3O
Source: the OMol25 dataset
Level of theory: ωB97M-V/def2-TZVPD

```
! RIJCOSX wB97M-V def2-TZVPD def2/J DEFGRID3
* xyz 1 1
O 1.259 0.607 -0.382
N -0.110 1.279 0.229
N 1.157 -0.666 0.012
N -0.261 -0.976 0.138
C -0.985 0.241 -0.176
H -2.067 0.253 0.212
H -0.412 2.207 0.090
H -1.290 0.363 -1.257
H 1.692 -1.147 -0.837
H 1.606 -0.778 0.946
H -0.588 -1.384 1.025
*
```

E = -7638.99061 eV
Kohn-Sham gap = 10.4 eV
relative energy (zero: lowest compared OMol25 entry of this formula, charge and spin) = 129.0 kcal/mol
HOMO energy = -15.0 eV

No. 6
Formula: C7H11NO2
Source: the OMol25 dataset
Level of theory: ωB97M-V/def2-TZVPD

```
! RIJCOSX wB97M-V def2-TZVPD def2/J DEFGRID3
* xyz 0 1
O 0.345 1.669 -3.188
O 2.204 1.155 -2.105
N 2.230 -0.707 -0.598
C 0.858 1.264 -2.069
C -1.364 -0.348 0.564
C -2.099 0.539 1.542
C 0.013 -0.905 1.199
C 1.031 -0.153 0.079
C -1.027 0.257 -0.620
C 0.174 0.524 -0.963
H 2.726 -1.766 0.264
H -2.464 -0.399 2.270
H -1.343 1.277 1.990
H -3.144 1.055 1.079
H 1.489 0.368 0.827
H 1.995 -1.227 -1.789
H 2.457 0.747 -1.288
H 0.070 -0.230 2.268
H -2.077 0.221 -1.423
H -2.207 -1.179 0.630
H 0.134 -2.160 1.331
*
```

E = -13014.08760 eV
Kohn-Sham gap = 9.7 eV
relative energy (zero: lowest compared OMol25 entry of this formula, charge and spin) = 212.0 kcal/mol
HOMO energy = -9.7 eV